(1)
Computed, not measured: C5H12P2S as an isolated structure at a distorted geometry, with the ωB97M-V functional and the def2-TZVPD basis.

The energy above the lowest of the compared OMol25 structures with the same formula, charge and spin comes out at 116.0 kcal per mole. For the HOMO energy (alpha / beta), the calculation gives -8.0542 / -8.0553 eV. The calculation puts the lowest unoccupied orbital energy (alpha / beta) at -1.0 / -1.0 eV. As for the energy: -1278.402433 Ha. Its max |F| is 4.6 eV Å⁻¹. The value obtained for the gap between HOMO and LUMO (alpha / beta) is 7.05 / 7.05 eV.

```
! wB97M-V def2-TZVPD RIJCOSX def2/J DEFGRID3
* xyz 0 1
C -0.5744 0.9583 0.6419
C -1.6199 1.3152 -2.1001
C -1.4864 -1.2931 -0.9487
C 1.8382 -1.1757 0.5535
C 0.7417 -0.3802 3.0091
P -0.4816 0.0646 -1.5628
P 0.7509 0.1345 1.2881
S 0.3423 -0.6767 -3.4212
H -1.7884 0.9819 -3.0857
H -1.0813 2.3662 -2.2464
H -2.5600 1.4272 -1.5787
H -2.2915 -1.3487 -1.6690
H -1.7903 -0.9264 0.1225
H -0.9803 -2.1788 -0.8526
H 2.6667 -1.3142 1.1827
H 2.0173 -0.9515 -0.5842
H 1.2550 -2.0826 0.3044
H -0.0354 0.1436 3.4589
H 1.6462 -0.3127 3.6153
H 0.3719 -1.3909 3.0967
*
```


(2)
Computed, not measured: an isolated ion of composition C8H14IN2 and charge +1 at a distorted geometry, with the ωB97M-V functional and the def2-TZVPD basis.

The energy above the lowest of the compared OMol25 structures with the same formula, charge and spin comes out at 81.5 kcal per mole. For the HOMO energy (alpha / beta), the calculation gives -13.1497 / -13.1486 eV. The calculation puts the lowest unoccupied orbital energy (alpha / beta) at -4.7 / -4.7 eV. As for the energy: -720.036006 Ha. Its max |F| is 5.5 eV Å⁻¹. The value obtained for the gap between HOMO and LUMO (alpha / beta) is 8.49 / 8.48 eV.

```
! wB97M-V def2-TZVPD RIJCOSX def2/J DEFGRID3
* xyz 1 1
C 0.9622 -0.8510 -1.5092
C -0.4288 2.0970 0.9572
C 0.7208 2.3051 -0.0539
C -0.6950 0.6213 1.2202
C -1.0890 -1.7036 0.3132
C 0.1956 -2.4385 0.6922
C 0.3714 1.4387 -1.3116
C -0.8615 -0.2250 -0.1094
N 0.8154 -2.7570 -0.5639
N 0.1936 0.0405 -1.0405
I 2.4937 -0.7528 -2.8422
H -0.1696 2.6629 1.7987
H -1.3615 2.4480 0.5126
H 0.8024 3.3483 -0.2129
H 1.6202 2.0117 0.3806
H 0.0386 0.2763 1.8867
H -1.6559 0.4754 1.6388
H -1.7639 -2.2585 -0.3836
H -1.6506 -1.5650 1.1972
H 0.8471 -2.0641 1.4802
H -0.1218 -3.4259 1.1328
H -0.3334 1.8900 -1.8794
H 1.2636 1.4870 -1.9825
H -1.8696 0.2139 -0.6992
H 1.6761 -3.2749 -0.6221
*
```


(3)
Computed, not measured: a 4-piece molecular cluster, C5H18O3 overall at a distorted geometry, with the ωB97M-V functional and the def2-TZVPD basis.

The energy above the lowest of the compared OMol25 structures with the same formula, charge and spin comes out at 42.6 kcal per mole. For the HOMO energy, the calculation gives -10.5651 eV. The calculation puts the lowest unoccupied orbital energy at 0.5 eV. As for the energy: -426.948559 Ha. The structure (SMILES) is CCCCC.O.O.O. Its max |F| is 4.2 eV Å⁻¹. The value obtained for the gap between HOMO and LUMO is 11.02 eV.

```
! wB97M-V def2-TZVPD RIJCOSX def2/J DEFGRID3
* xyz 0 1
C 1.0835 0.1459 -0.6893
C 1.2815 -0.5522 0.5801
C 0.2601 -1.6794 0.7596
C -1.0257 -1.0238 1.2821
C 1.2747 -0.5462 -1.9763
H 0.0376 0.4990 -0.7279
H 1.6060 1.0952 -0.6730
H 1.2719 -0.0777 1.5790
H 2.3065 -1.0249 0.5318
H 0.7856 -2.4832 1.3613
H 0.1103 -2.2862 -0.0987
H -1.9640 -1.2354 0.6610
H -1.1565 -1.3458 2.3530
H -1.1208 0.0841 1.3597
H 1.3866 0.1173 -2.8648
H 2.2306 -1.0929 -1.9210
H 0.4956 -1.4618 -1.9287
H -0.6826 2.6584 -2.8722
H -1.6343 3.7091 -2.5111
O -1.6126 2.7110 -2.6331
H -5.1760 1.0606 -2.7057
H -3.7320 1.0476 -2.1237
O -4.4908 0.4827 -2.3382
H 2.8073 0.4397 5.9617
H 2.5530 0.5922 4.5297
O 3.1045 0.1667 5.1048
*
```


What is the formula in the third record?
C5H18O3


Which value of energy does entry 1 give?
-1278.402433 Ha


What did the second record say?
Computed, not measured: an isolated ion of composition C8H14IN2 and charge +1 at a distorted geometry, with the ωB97M-V functional and the def2-TZVPD basis.

The energy above the lowest of the compared OMol25 structures with the same formula, charge and spin comes out at 81.5 kcal per mole. For the HOMO energy (alpha / beta), the calculation gives -13.1497 / -13.1486 eV. The calculation puts the lowest unoccupied orbital energy (alpha / beta) at -4.7 / -4.7 eV. As for the energy: -720.036006 Ha. Its max |F| is 5.5 eV Å⁻¹. The value obtained for the gap between HOMO and LUMO (alpha / beta) is 8.49 / 8.48 eV.

```
! wB97M-V def2-TZVPD RIJCOSX def2/J DEFGRID3
* xyz 1 1
C 0.9622 -0.8510 -1.5092
C -0.4288 2.0970 0.9572
C 0.7208 2.3051 -0.0539
C -0.6950 0.6213 1.2202
C -1.0890 -1.7036 0.3132
C 0.1956 -2.4385 0.6922
C 0.3714 1.4387 -1.3116
C -0.8615 -0.2250 -0.1094
N 0.8154 -2.7570 -0.5639
N 0.1936 0.0405 -1.0405
I 2.4937 -0.7528 -2.8422
H -0.1696 2.6629 1.7987
H -1.3615 2.4480 0.5126
H 0.8024 3.3483 -0.2129
H 1.6202 2.0117 0.3806
H 0.0386 0.2763 1.8867
H -1.6559 0.4754 1.6388
H -1.7639 -2.2585 -0.3836
H -1.6506 -1.5650 1.1972
H 0.8471 -2.0641 1.4802
H -0.1218 -3.4259 1.1328
H -0.3334 1.8900 -1.8794
H 1.2636 1.4870 -1.9825
H -1.8696 0.2139 -0.6992
H 1.6761 -3.2749 -0.6221
*
```